Record 1
Computed, not measured: 2 unconnected molecules or ions with the total composition C6H9N2O2 at a distorted geometry, with wB97M-V/def2-TZVPD.

The geometry in XYZ format:
```
19
Properties=species:S:1:pos:R:3
C -0.583 -1.050 3.646
C -1.727 -1.271 0.271
C -0.748 -0.964 2.165
C -0.146 -0.105 1.243
N -1.773 -1.600 1.571
N -0.781 -0.341 0.068
H -2.392 -1.730 -0.435
H -0.425 0.057 -0.825
H 0.588 0.678 1.304
H -0.989 -2.016 3.963
H -1.177 -0.338 4.222
H 0.467 -0.989 3.935
C 1.985 1.917 -3.074
C 1.246 1.103 -2.035
O 1.858 0.802 -0.995
O 0.027 0.859 -2.298
H 2.175 2.900 -2.624
H 1.435 1.982 -4.011
H 3.014 1.616 -3.294
```

As for the molar mass: 141.15 g/mol. The electronic energy is -13445.510 eV. As for the LUMO energy: 3.9 eV. The net charge is -1. The calculation puts the energy above the lowest of the compared OMol25 structures with the same formula, charge and spin at 5.8 kcal/mol. As for the orbital gap: 8.45 eV. Its spin multiplicity is 1.

Löwdin charges, unit e, in atom order:
1. C -0.080
2. C -0.207
3. C -0.401
4. C -0.066
5. N 0.043
6. N 0.060
7. H 0.097
8. H 0.084
9. H 0.103
10. H 0.060
11. H 0.059
12. H 0.062
13. C -0.057
14. C -0.766
15. O -0.066
16. O -0.106
17. H 0.066
18. H 0.056
19. H 0.059

Record 2
Computed, not measured: 2 unconnected molecules or ions with the total composition C7H16IP at a distorted geometry, with wB97M-V/def2-TZVPD.

The geometry in XYZ format:
```
25
Properties=species:S:1:pos:R:3
C -1.561 0.291 2.996
C 3.326 -1.387 -1.349
C 0.753 -1.859 -1.929
C -1.846 1.867 -0.558
C -1.612 1.421 1.946
C 1.849 -1.372 -0.875
C -1.756 0.929 0.585
P 1.309 0.195 0.061
I 1.670 1.906 -1.697
H -1.598 0.535 4.074
H -2.449 -0.465 2.910
H -0.762 -0.409 2.828
H 3.295 -0.649 -2.140
H 4.051 -1.249 -0.595
H 3.512 -2.402 -1.702
H -0.232 -1.445 -1.865
H 0.667 -2.946 -1.899
H 1.124 -1.638 -2.847
H -1.408 2.865 -0.515
H -1.847 1.408 -1.529
H -2.963 2.328 -0.630
H -0.658 2.079 2.065
H -2.349 2.186 2.243
H 1.728 -2.148 0.004
H -2.241 -0.040 0.416
```

As for the molar mass: 258.08 g/mol. The electronic energy is -24904.792 eV. As for the LUMO energy (spin up / spin down): 0.3 / -0.8 eV. The net charge is 0. The calculation puts the energy above the lowest of the compared OMol25 structures with the same formula, charge and spin at 49.4 kcal/mol. As for the orbital gap (spin up / spin down): 8.07 / 6.56 eV. Its spin multiplicity is 1.

Löwdin charges, unit e, in atom order:
1. C -0.136
2. C -0.155
3. C -0.128
4. C -0.207
5. C -0.327
6. C -0.753
7. C -0.245
8. P 0.509
9. I 0.290
10. H 0.067
11. H 0.097
12. H 0.039
13. H 0.022
14. H 0.052
15. H 0.075
16. H 0.048
17. H 0.072
18. H 0.021
19. H 0.051
20. H 0.042
21. H 0.122
22. H 0.133
23. H 0.111
24. H 0.099
25. H 0.100

Record 3
Computed, not measured: a single C4H3Cl2OPS molecule at a distorted geometry, with wB97M-V/def2-TZVPD.

The geometry in XYZ format:
```
12
Properties=species:S:1:pos:R:3
C -0.305 -1.043 0.299
C -0.902 -1.411 1.500
C 0.265 0.260 0.176
C -1.171 -0.409 2.523
O 1.527 -0.090 -2.389
P 0.765 0.969 -1.758
S -0.735 1.078 1.855
Cl -1.028 1.568 -2.640
Cl 1.647 2.668 -1.355
H -0.043 -1.620 -0.514
H -1.250 -2.355 1.720
H 1.232 0.386 0.582
```

As for the molar mass: 201.01 g/mol. The electronic energy is -51410.822 eV. As for the LUMO energy: -1.2 eV. The net charge is 0. The calculation puts the energy above the lowest of the compared OMol25 structures with the same formula, charge and spin at 92.3 kcal/mol. As for the orbital gap: 7.95 eV. Its spin multiplicity is 1.

Löwdin charges, unit e, in atom order:
1. C -0.177
2. C -0.225
3. C -0.432
4. C -0.394
5. O -0.379
6. P -0.063
7. S 0.838
8. Cl 0.265
9. Cl 0.392
10. H 0.084
11. H 0.053
12. H 0.038

Record 4
Computed, not measured: a molecular structure, C38H75F5O20S3 at a distorted geometry, with wB97M-V/def2-TZVPD.

The geometry in XYZ format:
```
141
Properties=species:S:1:pos:R:3
C 2.379 -1.148 -2.382
C 1.304 -0.263 -3.068
C 1.810 1.187 -3.188
O 1.976 1.681 -1.824
C 0.961 2.537 -1.486
O 1.213 3.588 -1.080
C -0.518 2.107 -1.589
S -1.610 3.519 -1.989
C -2.322 3.051 -3.593
O -2.372 4.124 -4.571
S -3.873 4.345 -5.125
O -4.205 3.607 -6.297
O -4.257 5.691 -5.288
O -4.639 3.628 -3.868
C -3.774 2.520 -3.611
C -4.193 1.563 -2.488
C -5.460 0.805 -2.957
C -5.851 -0.309 -1.963
C -5.104 -1.626 -2.159
F -3.841 -1.412 -2.601
F -5.001 -2.255 -0.971
C -5.784 -2.601 -3.202
F -6.399 -3.589 -2.613
F -4.854 -3.121 -3.976
F -6.617 -1.918 -3.964
O 0.977 -0.914 -4.326
C 1.227 -0.168 -5.445
O 2.243 -0.145 -6.010
C 0.038 0.685 -5.933
S -0.229 0.489 -7.734
H 2.317 -0.995 -1.297
H 2.043 -2.180 -2.549
H 3.386 -0.963 -2.766
H 0.421 -0.344 -2.420
H 1.116 1.882 -3.679
H 2.796 1.221 -3.660
H -0.672 1.393 -2.410
H -0.794 1.614 -0.649
H -1.756 2.272 -4.127
H -3.821 1.869 -4.504
H -3.337 0.892 -2.337
H -4.469 2.092 -1.567
H -6.276 1.542 -2.952
H -5.381 0.425 -3.984
H -5.635 0.071 -0.953
H -6.923 -0.540 -1.958
H -0.867 0.341 -5.412
H 0.172 1.752 -5.715
H -1.560 0.673 -7.939
C 1.287 2.195 4.557
O 0.568 0.993 4.375
C -0.556 1.162 3.525
C -0.958 -0.161 2.906
O -0.132 -0.548 1.812
C 1.161 -1.045 2.151
C 1.135 -2.438 2.742
O 0.798 -2.387 4.121
C 0.341 -3.632 4.607
H 0.658 2.961 5.021
H 2.132 1.985 5.212
H 1.676 2.560 3.599
H -0.328 1.882 2.728
H -1.384 1.547 4.134
H -1.958 -0.041 2.481
H -1.021 -0.953 3.654
H 1.695 -0.346 2.796
H 1.706 -1.092 1.205
H 2.133 -2.890 2.656
H 0.413 -3.056 2.196
H -0.571 -3.937 4.082
H 0.105 -3.515 5.664
H 1.114 -4.400 4.496
C 6.375 0.380 6.832
O 5.670 -0.830 6.661
C 4.535 -0.677 5.821
C 4.139 -2.005 5.209
O 4.960 -2.381 4.106
C 6.261 -2.866 4.419
C 6.258 -4.267 4.998
O 5.943 -4.237 6.381
C 5.508 -5.492 6.855
H 5.740 1.140 7.300
H 7.228 0.183 7.479
H 6.748 0.747 5.869
H 4.746 0.042 5.020
H 3.709 -0.301 6.439
H 3.134 -1.896 4.795
H 4.092 -2.799 5.957
H 6.800 -2.169 5.062
H 6.791 -2.901 3.464
H 7.258 -4.709 4.889
H 5.532 -4.884 4.455
H 4.591 -5.802 6.340
H 5.290 -5.392 7.917
H 6.286 -6.252 6.721
C 3.476 7.198 -8.542
O 3.330 5.978 -9.235
C 3.102 4.886 -8.357
C 2.412 3.750 -9.085
O 1.015 3.956 -9.260
C 0.634 4.886 -10.268
C 0.820 4.358 -11.676
O 2.173 4.481 -12.084
C 2.481 3.636 -13.170
H 4.332 7.162 -7.860
H 3.641 7.984 -9.277
H 2.563 7.435 -7.983
H 2.484 5.201 -7.507
H 4.077 4.542 -7.987
H 2.492 2.856 -8.461
H 2.901 3.525 -10.034
H 1.135 5.846 -10.131
H -0.434 5.055 -10.111
H 0.203 4.946 -12.370
H 0.504 3.308 -11.716
H 2.339 2.585 -12.893
H 3.528 3.786 -13.427
H 1.861 3.878 -14.041
C -3.370 -4.928 10.843
O -3.503 -3.889 9.897
C -2.272 -3.582 9.260
C -2.518 -2.916 7.921
O -2.874 -3.830 6.890
C -4.204 -4.336 6.928
C -5.247 -3.320 6.508
O -5.557 -2.446 7.581
C -6.167 -1.254 7.139
H -2.669 -4.647 11.637
H -4.350 -5.108 11.284
H -3.035 -5.851 10.357
H -1.683 -4.495 9.108
H -1.717 -2.896 9.912
H -1.575 -2.469 7.595
H -3.245 -2.107 8.002
H -4.436 -4.768 7.903
H -4.220 -5.152 6.201
H -6.171 -3.843 6.222
H -4.876 -2.750 5.647
H -5.493 -0.698 6.477
H -6.376 -0.639 8.013
H -7.108 -1.467 6.620
```

As for the molar mass: 1043.19 g/mol. The electronic energy is -127656.557 eV. As for the LUMO energy: 0.1 eV. The net charge is 0. As for the orbital gap: 9.22 eV. Its spin multiplicity is 1.

Löwdin atomic charge list, values in e, 99 entries:
1. C -0.004
2. C -0.300
3. C -0.100
4. O 0.006
5. C -0.566
6. O 0.168
7. C -0.335
8. S 1.026
9. C -0.530
10. O -0.194
11. S 0.631
12. O -0.225
13. O -0.200
14. O -0.131
15. C -0.388
16. C -0.127
17. C -0.157
18. C -0.074
19. C -0.430
20. F 0.107
21. F 0.119
22. C -0.604
23. F 0.205
24. F 0.184
25. F 0.178
26. O 0.003
27. C -0.583
28. O 0.174
29. C -0.455
30. S 0.744
31. H 0.072
32. H 0.093
33. H 0.095
34. H 0.141
35. H 0.123
36. H 0.148
37. H 0.057
38. H 0.100
39. H 0.111
40. H 0.142
41. H 0.119
42. H 0.131
43. H 0.129
44. H 0.125
45. H 0.134
46. H 0.134
47. H 0.075
48. H 0.072
49. H -0.136
50. C -0.105
51. O -0.203
52. C -0.202
53. C -0.179
54. O -0.139
55. C -0.172
56. C -0.199
57. O -0.221
58. C -0.096
59. H 0.089
60. H 0.081
61. H 0.090
62. H 0.124
63. H 0.128
64. H 0.125
65. H 0.122
66. H 0.122
67. H 0.116
68. H 0.127
69. H 0.130
70. H 0.091
71. H 0.081
72. H 0.090
73. C -0.114
74. O -0.200
75. C -0.198
76. C -0.168
77. O -0.134
78. C -0.180
79. C -0.204
80. O -0.201
81. C -0.113
82. H 0.087
83. H 0.088
84. H 0.088
85. H 0.127
86. H 0.128
87. H 0.109
88. H 0.126
89. H 0.122
90. H 0.126
91. H 0.127
92. H 0.127
93. H 0.086
94. H 0.088
95. H 0.088
96. C -0.114
97. O -0.201
98. C -0.203
99. C -0.180

Record 5
Computed, not measured: a molecular structure, C30H29ClN3O6Pt, with wB97M-V/def2-TZVPD.

The geometry in XYZ format:
```
70
Properties=species:S:1:pos:R:3
Pt -0.012 -0.384 0.329
O -3.689 4.063 0.940
C -3.487 3.839 -0.345
O -4.045 4.453 -1.213
C -2.518 2.750 -0.706
C -2.169 2.406 -2.003
Cl -2.620 3.077 -3.481
N -1.295 1.373 -1.961
N -1.047 1.051 -0.676
C -1.763 1.873 0.085
C -1.552 1.724 1.568
O -2.185 2.417 2.355
O -0.662 0.859 1.874
C -0.488 0.868 -3.031
C 0.867 1.162 -3.025
C 1.664 0.655 -4.039
C 1.097 -0.114 -5.050
C -0.267 -0.373 -5.055
C -1.072 0.118 -4.037
H -3.157 3.469 1.531
H 1.284 1.770 -2.233
H 2.723 0.872 -4.050
H 1.720 -0.499 -5.846
H -0.706 -0.956 -5.853
H -2.137 -0.072 -4.020
C -0.385 -3.732 0.048
C -0.081 -2.980 -1.241
C -1.412 -2.791 -2.041
C 0.906 -3.757 -2.120
C 0.332 -1.571 -1.089
H -0.829 -4.698 -0.194
H -1.081 -3.174 0.673
H 0.526 -3.914 0.618
H -1.817 -3.790 -2.207
H -1.240 -2.323 -3.008
H -2.141 -2.209 -1.476
H 0.484 -4.732 -2.366
H 1.848 -3.924 -1.596
H 1.112 -3.230 -3.054
H 0.774 -1.190 -2.016
C -1.632 1.530 5.611
O -0.816 0.415 5.238
C -1.379 -0.553 4.486
C -2.692 -0.573 4.038
C -3.141 -1.661 3.303
C -2.305 -2.731 3.013
C -0.989 -2.708 3.446
C -0.535 -1.620 4.163
N 0.764 -1.565 4.739
C 1.939 -1.990 4.368
C 2.492 -2.413 3.125
C 3.730 -3.094 3.215
C 4.450 -3.431 2.102
C 3.978 -3.013 0.850
C 2.805 -2.308 0.725
C 2.002 -2.019 1.845
O 0.868 -1.391 1.795
H -2.482 1.197 6.210
H -1.968 2.061 4.721
H -0.995 2.173 6.209
H -3.355 0.252 4.249
H -4.169 -1.677 2.967
H -2.681 -3.586 2.468
H -0.319 -3.535 3.243
H 0.740 -1.139 5.660
H 2.653 -1.976 5.187
H 4.105 -3.355 4.198
H 5.384 -3.967 2.187
H 4.564 -3.222 -0.036
H 2.505 -1.927 -0.243
```

As for the molar mass: 758.11 g/mol. The electronic energy is -64098.936 eV. As for the LUMO energy: -3.9 eV. The net charge is +1. The calculation puts the energy above the lowest of the compared OMol25 structures with the same formula, charge and spin at 0.0 kcal/mol. As for the orbital gap: 7.11 eV. Its spin multiplicity is 1.

Löwdin charges, unit e, in atom order:
1. Pt 1.324
2. O 0.146
3. C -0.496
4. O 0.106
5. C -0.021
6. C -0.560
7. Cl 0.878
8. N -0.046
9. N -0.042
10. C -0.100
11. C -0.533
12. O 0.075
13. O -0.132
14. C -0.257
15. C -0.024
16. C -0.057
17. C -0.058
18. C -0.056
19. C -0.042
20. H 0.066
21. H 0.128
22. H 0.115
23. H 0.114
24. H 0.117
25. H 0.127
26. C -0.044
27. C -0.639
28. C -0.014
29. C -0.027
30. C -0.118
31. H 0.101
32. H 0.057
33. H 0.082
34. H 0.105
35. H 0.068
36. H 0.093
37. H 0.099
38. H 0.081
39. H 0.089
40. H 0.062
41. C -0.030
42. O -0.070
43. C -0.238
44. C -0.002
45. C -0.051
46. C -0.085
47. C -0.021
48. C -0.161
49. N 0.165
50. C 0.043
51. C -0.116
52. C -0.024
53. C -0.068
54. C -0.040
55. C -0.024
56. C -0.330
57. O -0.234
58. H 0.103
59. H 0.079
60. H 0.100
61. H 0.118
62. H 0.114
63. H 0.108
64. H 0.127
65. H 0.172
66. H 0.151
67. H 0.122
68. H 0.112
69. H 0.118
70. H 0.092

Record 6
Computed, not measured: a single C6H14O molecule, with wB97M-V/def2-TZVPD.

The geometry in XYZ format:
```
21
Properties=species:S:1:pos:R:3
C -0.116 3.254 1.170
C 0.248 2.158 0.167
C 0.004 0.740 0.683
C 0.272 -0.316 -0.389
C -0.167 -1.726 0.000
C -0.010 -2.703 -1.152
O -0.468 -3.973 -0.730
H -0.280 4.212 0.666
H 0.673 3.401 1.915
H -1.037 3.005 1.710
H -0.342 2.293 -0.750
H 1.300 2.265 -0.132
H 0.624 0.545 1.570
H -1.041 0.659 1.015
H 1.342 -0.317 -0.644
H -0.260 -0.021 -1.306
H 0.410 -2.092 0.858
H -1.221 -1.721 0.305
H -0.590 -2.339 -2.017
H 1.048 -2.744 -1.463
H -0.388 -4.581 -1.474
```

As for the molar mass: 102.18 g/mol. Its SMILES is CCCCCCO. The electronic energy is -8496.514 eV. As for the LUMO energy: 1.0 eV. The net charge is 0. The calculation puts the energy above the lowest of the compared OMol25 structures with the same formula, charge and spin at 8.7 kcal/mol. As for the orbital gap: 11.31 eV. Its spin multiplicity is 1.

Löwdin charges, unit e, in atom order:
1. C -0.120
2. C -0.282
3. C -0.240
4. C -0.233
5. C -0.206
6. C -0.298
7. O -0.071
8. H 0.066
9. H 0.070
10. H 0.069
11. H 0.105
12. H 0.109
13. H 0.119
14. H 0.114
15. H 0.119
16. H 0.114
17. H 0.122
18. H 0.120
19. H 0.119
20. H 0.120
21. H 0.084

What is the spin multiplicity in the first record?
1